# C24H40AlBrClMgO10S

A structure of composition C24H40AlBrClMgO10S at a distorted geometry (ωB97M-V with the def2-TZVPD basis set, OMol25).

Geometry (Å):
Br  -1.9791  0.5750  5.2656
Cl  2.7556  6.4986  -2.0719
S  5.7306  -0.2449  0.0057
Al  1.8929  -6.0318  0.9895
Mg  0.6397  1.2009  0.1552
O  -3.7475  -2.9862  0.4559
O  1.1251  0.6868  8.3335
O  0.3659  4.1487  -6.1459
O  6.4470  0.4479  1.0500
O  -4.5432  -1.5568  3.3722
O  0.3716  -0.9780  2.8798
O  -2.2449  3.5841  -0.7462
O  0.2700  0.7898  -2.1186
O  0.8452  -1.4152  -2.0870
O  5.8758  -1.6658  -0.2185
C  0.1372  -0.4306  -1.7991
C  1.9008  5.1289  -4.4912
C  -0.6399  -1.7654  2.8166
C  -3.0668  -2.8833  1.5180
C  0.9933  2.8756  -6.2105
C  -5.7138  -1.8275  2.5547
C  3.9950  0.1374  0.1624
C  -1.0735  -0.7316  -0.9265
C  0.6891  -5.1522  3.5190
C  5.9853  0.6260  -1.5362
C  -0.5208  -3.2718  2.1958
C  -1.3551  3.7928  -1.8362
C  -1.7249  -3.8130  1.5895
C  0.8712  -4.1261  2.2723
C  1.0143  0.7142  7.0349
C  -6.2686  -3.3429  2.8412
C  -2.1122  -1.3786  3.3872
C  -6.8720  -4.0695  1.5277
C  -3.3159  -1.9194  2.7624
C  3.8119  1.4013  -0.6681
C  0.4712  -5.9217  4.5562
C  4.6190  1.1787  -1.9473
C  0.4320  1.8812  -5.2125
C  0.4705  4.8284  -4.9018
H  2.7558  1.5905  -0.8828
H  -0.0535  4.2696  -4.1198
H  1.7845  -3.4710  2.5211
H  2.0771  2.9779  -6.0958
H  2.4643  4.2125  -4.2967
H  6.3798  -0.0662  -2.2814
H  3.4293  -0.6974  -0.2612
H  4.2085  2.2668  -0.1267
H  -7.9219  -4.5146  1.7634
H  -1.1327  -1.7940  -0.6819
H  -5.6098  -1.5860  1.4383
H  -7.1545  -3.2450  3.5939
H  1.2035  1.6777  6.5293
H  -0.5993  3.0022  -1.8506
H  -6.5584  -1.1276  2.9509
H  -6.9058  -3.3547  0.6311
H  -2.1416  -0.6688  4.3388
H  -1.9233  3.7642  -2.7665
H  1.9160  5.7352  -3.5680
H  0.0119  0.4486  6.6072
H  0.8236  2.4970  -7.2217
H  -1.9894  -0.4453  -1.4487
H  3.7366  0.2720  1.2140
H  -0.0670  5.7734  -5.0201
H  -0.8746  4.7691  -1.7354
H  6.7037  1.4282  -1.3562
H  -1.0063  -0.1638  0.0074
H  -6.1906  -4.9651  1.2915
H  0.8800  0.8953  -5.3611
H  4.1027  0.4507  -2.5820
H  -1.7176  3.6149  0.0638
H  2.4249  5.6728  -5.2817
H  0.6387  2.1890  -4.1846
H  1.0087  -4.7814  1.3179
H  1.6661  0.0339  6.4550
H  -5.4913  -4.0100  3.3678
H  0.1970  -6.6602  5.3982
H  4.7236  2.1003  -2.5246
H  -1.6777  -4.8703  1.1470
H  -0.6534  1.7956  -5.3167

Lowest unoccupied orbital energy, eV: -7.4229
Gap between HOMO and LUMO, eV: 1.5710
DFT total energy, eV: -151424.1593
Spin multiplicity: 1
Total charge: +1